Computed, not measured: C35H39N4STeTi as an isolated structure in a non-equilibrium geometry, with ωB97M-V with the def2-TZVPD basis set.

CARTESIAN COORDINATES (ANGSTROEM)
C (-0.87127, -3.34204, -1.49498)
H (-3.60427, 2.76815, 0.16084)
C (5.79848, 2.27952, 0.82684)
C (0.27700, -3.79492, 0.96060)
C (0.94262, -1.32299, 2.39504)
C (4.47197, 2.28651, 1.25987)
N (0.56089, 1.67845, -1.76162)
C (0.42302, -2.55871, 0.35793)
N (1.31264, -1.56066, 0.97314)
H (-1.55519, -5.35873, -1.38690)
C (-0.20957, -2.27268, -0.87901)
H (6.56616, -0.04360, -2.37356)
C (-1.94385, 1.15558, -4.50360)
H (-0.58005, -5.75992, 0.86613)
C (-1.75792, -0.87778, -3.22550)
C (-2.32955, -0.14866, -4.25248)
H (1.86313, -2.44218, -2.26467)
H (4.17197, 2.89408, 2.10291)
H (1.50884, -1.11390, -3.37195)
Te (-1.86007, 0.13052, 0.57704)
C (-0.75605, -0.34044, -2.40639)
H (1.09236, -2.22743, 2.99167)
C (-2.99394, -1.60043, 3.27344)
C (-5.31319, 1.31317, 3.93526)
H (2.85051, -2.20564, -3.70208)
H (3.37529, -1.32016, 1.34302)
C (2.31052, -1.68896, -2.91067)
H (1.56708, -0.53244, 2.79777)
H (-2.26940, 3.15364, 1.24675)
H (1.38621, 2.95222, -3.25854)
C (-1.01007, -4.57350, -0.87855)
H (-0.71822, 2.76310, -3.82976)
C (5.54364, -0.05097, -2.01769)
C (-3.63795, -0.24540, 3.11083)
H (-2.37483, 1.72589, -5.31476)
H (-0.42370, 3.57329, -1.89061)
H (-7.28443, 0.90719, 4.68513)
H (-2.14295, -1.86523, -3.04433)
H (-2.51241, -1.92419, 2.35242)
C (-3.21164, 0.69072, 2.15906)
H (-3.73549, -2.34734, 3.56195)
C (6.15381, 1.51603, -0.24972)
H (-5.00186, -0.65896, 4.70360)
C (5.18781, 0.73229, -0.90805)
H (-6.85113, 2.62061, 4.67923)
C (-0.46334, -4.80675, 0.36929)
H (-3.09607, -0.61277, -4.86017)
H (2.45141, 2.59863, -1.89359)
C (-0.06480, 2.87282, -1.13100)
S (1.85518, 1.66563, 1.26143)
C (-4.85056, 2.24680, 3.01986)
H (0.67158, 3.37517, -0.51189)
N (2.86447, -0.06567, -1.10442)
C (3.83198, 0.71233, -0.47460)
H (7.17260, 1.49761, -0.61549)
C (-3.81000, 1.95894, 2.14266)
H (2.77088, -2.95182, 1.66145)
C (-4.67746, 0.08064, 3.97666)
H (-1.27164, -3.23153, -2.48792)
C (2.69409, -2.09425, 0.98856)
C (-0.41593, 1.01467, -2.63908)
C (-3.35244, 3.03209, 1.19039)
H (-0.09742, -1.01864, 2.45299)
C (-6.46972, 1.61450, 4.85143)
C (4.58497, -0.80468, -2.62301)
C (3.26391, -0.80896, -2.15964)
H (2.14696, 1.36670, -3.14066)
C (3.48841, 1.53448, 0.63604)
N (-0.06359, -0.98374, -1.38448)
H (-0.90062, 2.55798, -0.51231)
H (0.75120, -3.98446, 1.91438)
H (-3.82115, 3.98744, 1.43335)
H (6.53405, 2.88255, 1.34310)
C (-0.99538, 1.72900, -3.67316)
H (2.99638, -2.41831, -0.00472)
C (1.70293, 2.17285, -2.56170)
H (-2.23779, -1.56091, 4.06310)
H (4.83686, -1.41597, -3.47781)
H (-5.31078, 3.22956, 2.98293)
Ti (1.04039, 0.13118, -0.32656)
H (-6.17451, 1.53377, 5.89953)

Properties
* 2S+1: 2
* Kohn-Sham gap (spin up / spin down): 5.28 / 5.24 eV
* <S²>: 0.76


Computed, not measured: C35H40BF6GeN2Pt as an isolated structure in a non-equilibrium geometry, with ωB97M-V with the def2-TZVPD basis set.

CARTESIAN COORDINATES (ANGSTROEM)
C (1.65825, 6.36675, -1.24357)
C (2.51305, 0.09995, -2.08327)
F (-1.87505, -2.51025, -0.58737)
H (2.52695, -1.61305, 2.12043)
F (-2.43765, -0.02185, 1.80813)
H (4.87515, 0.25565, 1.51543)
C (3.05915, 0.14085, -0.66357)
H (-1.15405, -2.47845, 5.18773)
H (-4.58685, 1.79865, 1.98763)
H (3.30965, 5.21535, -1.97527)
C (-1.30095, -1.45275, 4.85223)
H (2.71715, 1.06585, -0.19007)
C (-0.19515, 0.04695, -5.41707)
C (1.58565, 3.99925, -1.62077)
C (-4.32685, 2.21895, 1.02523)
F (-2.69635, -0.02685, -0.44417)
B (-2.17695, 0.68695, 0.63563)
C (2.94495, -0.77335, 1.56823)
C (-0.16965, 2.06365, -4.12197)
H (-0.06715, 1.57765, 1.15103)
N (0.65705, -3.09965, -0.04317)
Pt (-0.04635, -1.02825, 0.59643)
C (-0.59265, -0.66295, -4.29557)
C (-2.63165, 2.72885, -0.72437)
C (1.15385, -1.06415, 4.57943)
H (2.26725, -3.58755, 1.22503)
H (0.42585, -2.82005, 2.78283)
H (2.79125, -2.22965, -1.43997)
Ge (-0.79115, 2.22515, -1.21277)
C (-0.25015, -4.04185, 0.19113)
H (-0.77565, -1.72715, -4.35917)
H (-0.03825, -0.46375, -6.35777)
C (0.00425, 1.41455, -5.33177)
C (-0.55075, 1.01095, 0.34273)
C (2.92925, -2.26435, -0.36197)
C (4.43935, -0.66185, 1.90373)
C (0.33295, 6.32845, -0.84227)
H (-6.32415, 2.67455, 0.50773)
H (-2.27215, -1.37075, 4.37143)
H (-3.41935, 3.46685, -2.54227)
H (-2.32225, 2.78505, 1.40083)
C (-5.28715, 2.69595, 0.19613)
C (2.04905, -3.40095, 0.16393)
H (3.01875, -0.63725, -2.70217)
F (1.18405, -5.83615, 1.00103)
H (-3.24455, -6.57105, 0.80183)
H (4.54555, -0.64955, 2.98663)
H (2.63755, 1.06935, -2.55907)
H (-1.25075, -2.31655, 2.47383)
C (-2.90035, 2.22315, 0.64963)
C (-1.62065, -3.73875, -0.07827)
C (-2.43265, -5.88615, 0.63483)
H (-0.00685, 3.13115, -4.05277)
C (-0.22885, -1.95625, 2.63813)
H (2.07645, 3.08805, -1.93447)
H (-1.28915, -0.80115, 5.72613)
C (-3.64715, 3.16085, -1.52507)
C (-0.19835, -1.04675, 3.86093)
H (1.07655, -0.57655, 5.55203)
H (-1.39135, 5.10545, -0.52507)
H (1.48675, -2.08955, 4.74083)
H (-0.16615, 7.24415, -0.55487)
C (-1.11585, -6.23875, 0.87423)
H (4.16275, 0.14735, -0.69427)
C (-2.65985, -4.59965, 0.15753)
C (0.26065, 3.93965, -1.21257)
H (-5.75725, 3.59925, -1.70687)
H (2.33045, -4.30645, -0.39217)
C (-4.97035, 3.21455, -1.07437)
H (-0.41555, -0.01755, 3.55253)
H (2.20405, 7.30105, -1.24567)
N (2.57215, -0.95555, 0.16903)
C (-0.54655, 1.35875, -2.98777)
H (1.91405, -0.54365, 4.00553)
H (5.00455, -1.50915, 1.52383)
F (-0.86355, -7.49965, 1.31303)
F (-3.93145, -4.21615, -0.09097)
C (2.28115, 5.19485, -1.63797)
H (0.29075, 1.97635, -6.21147)
C (-0.06315, -5.36675, 0.68723)
H (1.45245, -0.13795, -2.04747)
C (-0.35345, 5.12715, -0.83007)
H (2.44585, 0.13755, 1.90813)
H (3.98165, -2.51555, -0.15327)
H (-1.06125, -0.56275, -2.20667)
C (-0.76285, -0.01035, -3.08837)

Properties
* 2S+1: 1
* net charge: -1
* Kohn-Sham gap (spin up / spin down): 4.36 / 4.14 eV


For each record above, in turn, the calculated relative energy (zero: lowest compared OMol25 entry of this formula, charge and spin) values are 173.4 466.1 kJ/mol.